[1]
The following is a quantum chemistry calculation of a structure of composition C18H12N4O6PdS4 at a distorted geometry, from the OMol25 dataset.

Each line ends with the Löwdin charge.
Element x y z (Å)
Pd (-0.63470, -0.80576, -0.50958)  0.642
S (-1.25931, 0.63597, -2.46611)  0.584
C (-0.97886, 2.05859, -1.53260)  -0.750
C (-1.81219, 3.15611, -1.68540)  -0.070
C (-1.60886, 4.33417, -0.96996)  -0.201
C (-2.48889, 5.41103, -1.14335)  -0.213
N (-3.22555, 6.28295, -1.30694)  0.130
C (-0.51975, 4.41559, -0.07156)  -0.200
C (0.31310, 3.30697, 0.09615)  -0.061
C (0.11221, 2.14519, -0.63142)  -0.708
S (1.23572, 0.83264, -0.50671)  0.638
C (-0.20667, 5.60947, 0.58911)  -0.214
N (0.11876, 6.59157, 1.09780)  0.130
H (-2.64434, 3.08330, -2.36928)  0.105
H (1.13657, 3.36470, 0.79588)  0.111
O (-2.97899, -0.38241, 2.72291)  -0.317
S (-2.03334, 0.52171, 2.11060)  0.451
O (-2.05031, 1.85055, 2.71194)  -0.354
O (-2.07867, 0.61539, 0.64097)  -0.399
C (-0.37221, -0.12025, 2.42684)  -0.254
C (0.52158, 0.69171, 3.09894)  -0.069
C (1.84972, 0.31629, 3.24200)  -0.090
C (2.28879, -0.86166, 2.65599)  -0.100
C (1.38978, -1.68497, 1.99552)  -0.092
C (0.04963, -1.32100, 1.87776)  -0.321
S (-1.01821, -2.63685, 1.20979)  0.404
O (-1.36614, -3.42666, 2.37672)  -0.319
O (-0.08082, -3.34836, 0.32172)  -0.385
O (-2.15964, -2.13542, 0.45275)  -0.376
H (0.14036, 1.61991, 3.49660)  0.105
H (2.54240, 0.94954, 3.78332)  0.094
H (3.33755, -1.12520, 2.69366)  0.092
H (1.68910, -2.63095, 1.56454)  0.104
C (2.57810, -2.05083, -1.99697)  -0.021
C (1.30657, -2.77134, -2.24857)  -0.402
N (0.11242, -2.23158, -2.24179)  0.012
C (-0.76977, -3.20566, -2.59945)  -0.148
C (-0.09470, -4.36450, -2.82708)  -0.111
N (1.23022, -4.07448, -2.61623)  0.092
H (2.34006, -1.10608, -1.50892)  -0.020
H (3.08103, -1.82462, -2.93876)  0.078
H (3.24934, -2.62676, -1.36353)  0.076
H (-1.81981, -2.99324, -2.67949)  0.107
H (-0.42206, -5.34332, -3.10760)  0.092
H (2.00082, -4.72144, -2.64021)  0.148

Cartesian forces (eV/Å) of the 6 atoms listed first:
Pd 0.4 2.1 -2.2
S -0.1 -0.5 0.1
C 0.1 0.4 0.0
C 0.0 0.2 0.2
C 1.0 -0.9 0.3
C -0.8 1.0 -0.2

Molecular weight = 615.00 g mol⁻¹
Energy relative to the best compared isomer or geometry (same formula, charge and spin) = 40.4 kcal per mole
Charge = -2
Orbital gap (spin up / spin down) = 0.228 / 0.226 Eh
2S+1 = 3

[2]
The following is a quantum chemistry calculation of a structure of composition C18H12N5OReS2, from the OMol25 dataset.

Each line ends with the Löwdin charge.
Element x y z (Å)
Re (-0.55966, -0.11556, 0.31025)  0.799
S (-0.53305, -2.24396, -0.33370)  0.633
C (1.17458, -2.10160, -0.78897)  -0.980
S (1.52824, -0.42214, -0.41504)  0.630
C (1.98621, -3.04486, -1.28707)  -0.313
C (1.49674, -4.37195, -1.52489)  -0.192
N (1.06387, -5.41820, -1.71497)  0.207
C (3.35330, -2.72222, -1.58167)  -0.192
N (4.44488, -2.42860, -1.78303)  0.206
N (-1.18594, 1.68300, -0.48431)  0.024
C (-1.54139, 2.69721, -0.93302)  -0.175
N (-1.93551, 3.81129, -1.42585)  -0.047
C (-3.24030, 3.95857, -2.12297)  -0.064
C (-2.95919, 4.37368, -3.55598)  -0.175
O (-2.16113, 5.53824, -3.58772)  -0.105
C (-0.88643, 5.31788, -3.02003)  -0.174
C (-1.01797, 4.97657, -1.54785)  -0.064
H (-3.79903, 4.73187, -1.59576)  0.141
H (-3.78189, 3.01674, -2.06243)  0.139
H (-3.89471, 4.61044, -4.05917)  0.141
H (-2.46543, 3.55808, -4.09887)  0.136
H (-0.31527, 6.23667, -3.13770)  0.141
H (-0.36732, 4.51123, -3.55269)  0.137
H (-1.48028, 5.79703, -0.99882)  0.142
H (-0.06415, 4.72673, -1.08769)  0.139
N (-0.45567, 0.07588, 10.19854)  0.190
C (-0.48186, 0.05288, 9.05106)  -0.160
C (-0.51500, 0.02585, 7.61056)  -0.199
C (0.68188, -0.04756, 6.90006)  0.002
C (0.65078, -0.06947, 5.52031)  0.007
C (-0.58022, -0.01708, 4.85467)  -0.235
C (-1.77780, 0.05406, 5.57403)  0.003
C (-1.74356, 0.07498, 6.95361)  0.000
C (-0.59359, -0.04721, 3.43692)  -0.027
C (-0.58008, -0.07271, 2.21030)  -0.230
H (1.62266, -0.08780, 7.43025)  0.131
H (1.56828, -0.12866, 4.95171)  0.129
H (-2.72274, 0.08929, 5.05021)  0.127
H (-2.65791, 0.12754, 7.52720)  0.131

Cartesian forces (eV/Å) of the 6 atoms listed first:
Re -0.5 0.6 -0.6
S -0.2 -0.1 -0.1
C -0.1 0.0 0.0
S 0.3 0.3 0.0
C 0.1 0.0 0.0
C 0.0 0.1 0.0

Molecular weight = 564.67 g mol⁻¹
Energy relative to the best compared isomer or geometry (same formula, charge and spin) = 0.0 kcal per mole
Charge = +1
Orbital gap (spin up / spin down) = 0.234 / 0.247 Eh
2S+1 = 2

[3]
The following is a quantum chemistry calculation of an isolated molecule of C18H13ClF3N5O at a distorted geometry, from the OMol25 dataset.

Each line ends with the Löwdin charge.
Element x y z (Å)
C (2.21380, 1.37343, -0.04274)  -0.032
N (0.79407, 0.95789, -0.03960)  -0.058
N (-0.15929, 1.92690, 0.48876)  0.105
C (-0.72617, 1.97099, 1.73848)  -0.403
O (-0.13474, 1.25976, 2.55174)  0.070
C (-2.00297, 2.69036, 1.98700)  -0.098
C (-2.55333, 2.57643, 3.26496)  -0.010
C (-3.61533, 3.37423, 3.73233)  -0.069
C (-4.26396, 4.16764, 2.86110)  -0.130
C (-3.95239, 4.03963, 1.52465)  -0.697
Cl (-5.02100, 4.68992, 0.37133)  0.721
C (-2.80475, 3.46558, 1.05803)  -0.044
C (0.38839, -0.16996, -0.76383)  -0.133
N (1.46419, -0.96907, -1.04357)  0.193
C (1.25406, -2.13305, -1.58132)  -0.233
C (2.30827, -3.20833, -1.68366)  -0.180
C (2.00523, -4.52909, -2.19418)  -0.001
C (2.97097, -5.53497, -1.92702)  -0.062
C (4.19304, -5.14176, -1.31718)  -0.092
C (4.46784, -3.84045, -1.05462)  -0.071
C (3.46594, -2.85214, -1.18095)  -0.056
N (0.03008, -2.46510, -2.11042)  0.079
N (-0.97379, -1.70282, -1.93690)  0.105
C (-0.86638, -0.52290, -1.30090)  -0.106
C (-1.99485, 0.39115, -1.35826)  -0.513
F (-2.51357, 0.61746, -0.13197)  0.144
F (-3.01819, -0.19923, -2.07116)  0.107
F (-1.77913, 1.57791, -2.03937)  0.111
H (2.58950, 1.79776, -0.96651)  0.078
H (2.24611, 2.21034, 0.67856)  0.089
H (2.88007, 0.55010, 0.38285)  0.102
H (-0.72236, 2.17905, -0.30689)  0.100
H (-2.08007, 2.06870, 4.06744)  0.108
H (-4.01467, 3.41823, 4.80700)  0.144
H (-4.99657, 4.90083, 3.20764)  0.119
H (-2.63201, 3.51423, 0.03597)  0.079
H (0.99618, -4.71767, -2.70011)  0.126
H (2.57441, -6.54401, -2.08364)  0.103
H (4.91332, -5.92340, -1.08190)  0.105
H (5.44019, -3.40130, -0.95620)  0.103
H (3.62986, -1.86329, -0.88491)  0.094

Cartesian forces (eV/Å) of the 6 atoms listed first:
C 0.2 -0.2 2.3
N -1.1 0.2 0.7
N 0.1 0.1 -3.8
C 2.1 -3.5 0.6
O -1.2 1.3 0.6
C -1.8 1.2 0.0

SMILES = CN(NC(=O)c1cccc(Cl)c1)c1nc(-c2ccccc2)nnc1C(F)(F)F
Molecular weight = 407.78 g mol⁻¹
Energy relative to the best compared isomer or geometry (same formula, charge and spin) = 38.2 kcal per mole
Orbital gap = 0.328 Eh
2S+1 = 1

[4]
The following is a quantum chemistry calculation of a structure of composition C18H13IrN2O4 at a distorted geometry, from the OMol25 dataset.

Each line ends with the Löwdin charge.
Element x y z (Å)
Ir (0.79591, -0.67260, -0.25375)  1.417
O (-2.30299, -2.65740, 2.16085)  0.223
C (-1.25409, -2.10680, 1.62785)  -0.420
O (-1.03889, -2.08580, 0.40645)  0.037
C (-0.30559, -1.46280, 2.55155)  -0.141
C (-0.50129, -1.33140, 3.91655)  0.085
C (0.48791, -0.70810, 4.67335)  0.046
C (1.63291, -0.23750, 4.04275)  0.071
C (1.77521, -0.39950, 2.66595)  -0.132
N (0.80041, -0.99870, 1.92685)  0.063
C (2.87931, 0.07930, 1.82485)  -0.391
O (3.98671, 0.57730, 2.30075)  0.245
O (2.73461, 0.02420, 0.58865)  -0.003
H (-2.88869, -3.09020, 1.51255)  0.183
H (-1.40509, -1.71450, 4.36625)  0.148
H (0.35881, -0.58710, 5.73555)  0.141
H (2.39631, 0.25820, 4.62315)  0.137
H (4.09481, 0.57290, 3.26495)  0.157
C (0.90391, -1.40030, -4.64115)  -0.009
C (0.21121, -0.30330, -5.13315)  -0.001
C (-0.38839, 0.56970, -4.24195)  0.036
C (-0.28209, 0.33570, -2.86755)  -0.202
N (0.41211, -0.73560, -2.40705)  -0.047
C (0.97171, -1.58130, -3.26185)  -0.091
C (-0.85919, 1.19360, -1.84315)  -0.173
C (-1.70329, 2.27650, -2.10515)  0.004
C (-2.20819, 3.02960, -1.06045)  -0.033
C (-1.88439, 2.72280, 0.26385)  -0.046
C (-1.04839, 1.65460, 0.54625)  -0.097
C (-0.52659, 0.89790, -0.49085)  -0.165
H (1.38731, -2.10320, -5.30325)  0.125
H (0.13971, -0.12920, -6.19695)  0.131
H (-0.93319, 1.42590, -4.60525)  0.122
H (1.49731, -2.43500, -2.85075)  0.124
H (-1.97479, 2.52290, -3.11915)  0.119
H (-2.87139, 3.85500, -1.26725)  0.122
H (-2.28349, 3.31580, 1.07365)  0.120
H (-0.80629, 1.42850, 1.57605)  0.095

Cartesian forces (eV/Å) of the 6 atoms listed first:
Ir -2.0 -1.7 1.6
O 0.2 0.0 0.4
C -0.3 0.1 -2.0
O 0.2 0.5 0.1
C 1.0 0.4 0.0
C 0.3 0.0 0.0

Molecular weight = 513.53 g mol⁻¹
Charge = +2
Orbital gap = 0.225 Eh
2S+1 = 1

Number 1: DFT total energy -3084.325546 a.u.. Number 2: DFT total energy -1916.398647 a.u.. Number 3: DFT total energy -1802.430630 a.u.. Number 4: DFT total energy -1207.967551 a.u..